DFT (ωB97M-V/def2-TZVPD) results for a molecular structure, C31H32BrF6IN4O9PRuS2 at a distorted geometry.

**<S²>**: 0.755
**HOMO level (alpha / beta)**: -7.215 / -7.216 eV
**Lowest unoccupied orbital energy (alpha / beta)**: -0.884 / -0.886 eV
**Total energy**: -185044.8255 eV
**HOMO-LUMO gap (alpha / beta)**: 6.3 / 6.3 eV
**Relative energy (zero: lowest compared OMol25 entry of this formula, charge and spin)**: 4.3179 eV

```
! wB97M-V def2-TZVPD RIJCOSX def2/J DEFGRID3
* xyz 0 2
I -1.1170 2.0382 3.8201
Ru -0.5145 -0.3635 0.8588
Br -7.9362 0.2527 0.8530
S 2.1270 1.7307 -0.8867
S 2.6319 2.8017 1.9968
P 0.2436 3.4064 -2.0728
F 4.8743 1.0904 1.6217
F 2.8886 0.3550 3.1153
F 4.4961 0.5090 -0.4131
F 5.1870 2.5075 0.0295
F 0.8687 0.8676 1.6767
F 2.8190 2.0417 4.4642
O 1.0116 2.8073 -0.6961
O 1.5710 0.4318 -0.9088
O 3.8277 3.4856 2.3691
O 1.0879 4.6405 -2.5073
O -1.9806 1.0399 0.8868
O 1.4203 3.5025 1.7974
O 0.1034 2.3906 -3.1057
O 3.0353 2.1549 -1.8914
O -1.0466 3.9295 -1.3685
N 0.8122 -1.9289 0.6500
N -1.8143 -1.7945 0.2574
N -0.9240 -0.8665 3.1837
N 3.0158 1.9238 0.5925
C -3.1147 5.0576 -1.1641
C -2.9810 2.8564 -2.3809
C 4.4030 1.5245 0.4503
C -4.1291 1.8347 1.2719
C 1.7144 6.8802 -2.8320
C 2.3316 -4.2289 0.2922
C -2.0122 4.9443 -3.4007
C -1.2117 -3.0690 0.0817
C 2.3882 1.5487 3.3156
C 2.9207 -3.0460 0.6236
C -0.7527 -2.1621 3.4719
C -0.4372 -2.6297 4.7311
C 3.0965 5.3815 -1.3784
C -2.3029 4.1862 -2.1123
C -3.8319 -0.4625 0.5188
C -5.2446 -0.5874 0.4976
C -3.1040 -1.6415 0.1918
C 0.8385 6.1888 -0.5919
C 1.6867 5.7806 -1.7839
C -3.2359 0.7885 0.8917
C 0.1996 -3.0989 0.2810
C -1.1276 -5.4475 -0.3555
C -6.0488 0.4475 0.8642
C -1.8532 -4.2482 -0.2087
C 0.2310 -5.4744 -0.2145
C 2.1139 -1.9029 0.8000
C -0.7821 0.0095 4.1648
C 0.9261 -4.2866 0.1123
C -0.2626 -1.6999 5.7484
C -0.4363 -0.3599 5.4623
C -5.4836 1.6717 1.2664
H 0.7017 7.1439 -3.1367
H -3.9089 5.5567 -1.7193
H 0.7293 5.3818 0.1255
H -1.6663 -6.3561 -0.5871
H -3.5672 4.4644 -0.3711
H -0.3294 -3.6905 4.9040
H -0.1500 6.5200 -0.9098
H -1.3307 4.3970 -4.0508
H 2.1983 7.7666 -2.4224
H -2.4782 5.8183 -0.7135
H -0.8791 -2.8502 2.6460
H -1.5898 5.9270 -3.1870
H -5.6823 -1.5322 0.2001
H -3.6813 2.7716 1.5709
H -0.3095 0.3995 6.2188
H 0.7855 -6.3949 -0.3412
H -6.1317 2.4842 1.5671
H 3.5862 4.8503 -2.1927
H -2.9515 5.0801 -3.9371
H 2.9181 -5.1297 0.1638
H -3.9753 3.0438 -2.7898
H -2.9256 -4.2850 -0.3362
H 2.2692 6.5514 -3.7103
H 3.0912 4.7479 -0.4971
H -3.0855 2.2978 -1.4531
H -3.7178 -2.4921 -0.0981
H -2.4067 2.2623 -3.0897
H 3.9889 -2.9629 0.7623
H 3.6725 6.2769 -1.1441
H 1.3375 7.0158 -0.0851
H 2.5321 -0.9473 1.0876
H -0.0011 -2.0133 6.7505
*
```

Partial atomic charges computed with the Löwdin method, in multiples of e: number 1, I, carries 1.109; number 2, Ru, carries 1.241; number 3, Br, carries 0.708; number 4, S, carries 0.596; number 5, S, carries 0.676; number 6, P, carries 0.410; number 7, F, carries 0.157; number 8, F, carries 0.094; number 9, F, carries 0.153; number 10, F, carries 0.180; number 11, F, carries -0.571; number 12, F, carries 0.094; number 13, O, carries -0.271; number 14, O, carries -0.243; number 15, O, carries -0.238; number 16, O, carries -0.127; number 17, O, carries -0.264; number 18, O, carries -0.285; number 19, O, carries -0.187; number 20, O, carries -0.204; number 21, O, carries -0.134; number 22, N, carries -0.031; number 23, N, carries -0.067; number 24, N, carries -0.004; number 25, N, carries -0.148; number 26, C, carries -0.009; number 27, C, carries -0.010; number 28, C, carries -0.709; number 29, C, carries -0.035; number 30, C, carries -0.022; number 31, C, carries 0.001; number 32, C, carries -0.028; number 33, C, carries -0.193; number 34, C, carries -0.411; number 35, C, carries -0.018; number 36, C, carries -0.118; number 37, C, carries -0.048; number 38, C, carries -0.010; number 39, C, carries -0.576; number 40, C, carries -0.128; number 41, C, carries -0.098; number 42, C, carries -0.061; number 43, C, carries -0.014; number 44, C, carries -0.572; number 45, C, carries -0.383; number 46, C, carries -0.162; number 47, C, carries -0.066; number 48, C, carries -0.703; number 49, C, carries -0.007; number 50, C, carries -0.030; number 51, C, carries -0.090; number 52, C, carries -0.730; number 53, C, carries -0.150; number 54, C, carries -0.054; number 55, C, carries -0.132; number 56, C, carries -0.115; number 57, H, carries 0.081; number 58, H, carries 0.093; number 59, H, carries 0.072; number 60, H, carries 0.108; number 61, H, carries 0.077; number 62, H, carries 0.108; number 63, H, carries 0.079; number 64, H, carries 0.084; number 65, H, carries 0.093; number 66, H, carries 0.082; number 67, H, carries 0.097; number 68, H, carries 0.084; number 69, H, carries 0.105; number 70, H, carries 0.099; number 71, H, carries 0.090; number 72, H, carries 0.114; number 73, H, carries 0.102; number 74, H, carries 0.097; number 75, H, carries 0.096; number 76, H, carries 0.120; number 77, H, carries 0.099; number 78, H, carries 0.104; number 79, H, carries 0.096; number 80, H, carries 0.069; number 81, H, carries 0.075; number 82, H, carries 0.114; number 83, H, carries 0.084; number 84, H, carries 0.113; number 85, H, carries 0.098; number 86, H, carries 0.103; number 87, H, carries 0.091; number 88, H, carries 0.113

DFT (ωB97M-V/def2-TZVPD) results for a molecular structure, C31H32BrGaI2N3O4S.

**HOMO level**: -10.431 eV
**Lowest unoccupied orbital energy**: -3.069 eV
**Total energy**: -194777.9513 eV
**HOMO-LUMO gap**: 7.4 eV
**Relative energy (zero: lowest compared OMol25 entry of this formula, charge and spin)**: 0.2741 eV

```
! wB97M-V def2-TZVPD RIJCOSX def2/J DEFGRID3
* xyz 1 1
I -0.7094 3.0136 -6.4977
I 2.3421 -1.8263 -4.7611
Br -2.5823 -1.2298 -1.8716
Ga 0.4471 -0.3784 -0.2888
S 2.6930 1.8473 1.1035
O -0.9435 -3.4952 0.3257
O 1.1997 -1.6226 0.8183
O 1.0703 -0.8829 -1.9578
O 1.4369 1.1366 0.6218
N -1.1942 -0.6616 0.9814
N -0.4203 1.1765 -1.3338
N -0.6205 -0.9771 2.1707
C -4.1310 1.9324 1.6133
C -4.7577 2.6905 2.5901
C -0.1054 1.0422 -2.6473
C -6.2577 1.5295 0.5677
C -0.1257 1.7331 -4.9616
C 4.0566 2.1273 -2.8311
C -1.3110 3.0456 -3.1578
C -0.4226 -4.0908 1.4394
C 3.6145 2.3787 -0.3702
C -4.8751 1.3264 0.5972
C 4.2957 -0.4913 0.8024
C 0.6646 0.6569 -5.2548
C -0.6295 -5.4337 1.7124
C 5.0627 -1.5640 1.5681
C -2.4559 -0.4822 0.8881
C -6.1338 2.8591 2.5639
C -4.2799 0.5015 -0.4596
C 0.6381 -5.2267 3.7449
C -0.0998 -5.9984 2.8633
C 3.2035 1.6726 -1.6534
C -6.8825 2.2799 1.5477
C 0.3224 -3.2958 2.3139
C -3.1706 -0.2374 -0.3603
C -0.5301 1.9647 -3.6191
C 0.8434 -3.8853 3.4580
C 0.7104 -0.0876 -2.9501
C -1.1250 2.2079 -0.9270
C 0.6140 -1.8353 2.0373
C 3.7942 0.5818 1.7566
C 1.0940 -0.2504 -4.2582
C -1.6005 3.1718 -1.8234
H 3.7684 1.5920 -3.7358
H -2.1874 3.9997 -1.4528
H -1.3801 -4.1557 -0.2218
H 3.4480 -0.9470 0.2924
H -7.9548 2.4184 1.5168
H 1.2686 -1.4851 2.8479
H -3.0706 -0.5654 1.7844
H 2.1571 1.9054 -1.8526
H 4.4287 -2.0333 2.3228
H 3.2166 0.1477 2.5774
H -4.8157 0.4813 -1.4019
H -4.1685 3.1593 3.3671
H 4.6144 1.1490 2.2087
H -6.8432 1.0834 -0.2269
H -6.6213 3.4525 3.3256
H -1.3164 2.2810 0.1360
H -0.2670 -7.0480 3.0653
H -1.2844 -1.3485 2.8418
H 3.2680 0.5905 -1.5387
H 0.9827 0.4853 -6.2740
H 5.4048 -2.3459 0.8921
H 3.4419 3.4531 -0.4494
H -1.2054 -6.0388 1.0209
H 4.6708 2.2283 -0.1356
H 5.9363 -1.1491 2.0740
H 5.1158 1.9344 -2.6528
H 1.4330 -3.2756 4.1339
H -3.0530 1.8395 1.6311
H 4.9478 -0.0441 0.0483
H 1.0557 -5.6643 4.6408
H -1.6669 3.7809 -3.8675
H 3.9370 3.1959 -3.0181
*
```

Partial atomic charges computed with the Löwdin method, in multiples of e: number 1, I, carries 0.962; number 2, I, carries 0.976; number 3, Br, carries 0.905; number 4, Ga, carries 0.341; number 5, S, carries 1.067; number 6, O, carries 0.040; number 7, O, carries -0.102; number 8, O, carries -0.078; number 9, O, carries -0.488; number 10, N, carries -0.004; number 11, N, carries 0.064; number 12, N, carries 0.069; number 13, C, carries -0.048; number 14, C, carries -0.067; number 15, C, carries -0.191; number 16, C, carries -0.028; number 17, C, carries -0.667; number 18, C, carries -0.071; number 19, C, carries -0.002; number 20, C, carries -0.253; number 21, C, carries -0.316; number 22, C, carries -0.216; number 23, C, carries -0.284; number 24, C, carries -0.204; number 25, C, carries -0.012; number 26, C, carries -0.083; number 27, C, carries -0.154; number 28, C, carries -0.068; number 29, C, carries -0.087; number 30, C, carries -0.080; number 31, C, carries -0.071; number 32, C, carries -0.287; number 33, C, carries -0.062; number 34, C, carries -0.104; number 35, C, carries -0.622; number 36, C, carries -0.197; number 37, C, carries -0.031; number 38, C, carries -0.433; number 39, C, carries -0.082; number 40, C, carries -0.358; number 41, C, carries -0.338; number 42, C, carries -0.647; number 43, C, carries -0.007; number 44, H, carries 0.072; number 45, H, carries 0.119; number 46, H, carries 0.112; number 47, H, carries 0.092; number 48, H, carries 0.112; number 49, H, carries 0.134; number 50, H, carries 0.151; number 51, H, carries 0.094; number 52, H, carries 0.077; number 53, H, carries 0.093; number 54, H, carries 0.113; number 55, H, carries 0.110; number 56, H, carries 0.106; number 57, H, carries 0.119; number 58, H, carries 0.110; number 59, H, carries 0.121; number 60, H, carries 0.111; number 61, H, carries 0.148; number 62, H, carries 0.099; number 63, H, carries 0.084; number 64, H, carries 0.082; number 65, H, carries 0.097; number 66, H, carries 0.119; number 67, H, carries 0.099; number 68, H, carries 0.081; number 69, H, carries 0.083; number 70, H, carries 0.114; number 71, H, carries 0.094; number 72, H, carries 0.108; number 73, H, carries 0.106; number 74, H, carries 0.074; number 75, H, carries 0.084

DFT (ωB97M-V/def2-TZVPD) results for a molecular structure, C31H32CdClN4O6SSbSe4 at a distorted geometry.

**HOMO level**: -1.386 eV
**Lowest unoccupied orbital energy**: 3.421 eV
**Total energy**: -346762.3499 eV
**HOMO-LUMO gap**: 4.8 eV
**Relative energy (zero: lowest compared OMol25 entry of this formula, charge and spin)**: 2.1170 eV

```
! wB97M-V def2-TZVPD RIJCOSX def2/J DEFGRID3
* xyz -2 1
Sb 0.3225 -5.0464 -0.8242
Cd 1.3872 -1.9776 -0.7026
Se -1.7113 -6.1330 -0.0111
Se -0.2593 -2.9910 -2.3349
Se 1.3809 -3.7100 1.1184
Se 1.8460 -6.6287 -1.8559
Cl 1.2148 2.6921 -5.3758
S -1.8909 -1.4381 -0.1823
O 4.4190 -0.5612 -5.2387
O 3.3814 -1.8445 -1.5796
O 4.0216 1.4833 -5.9908
O 4.6007 0.0118 -1.8523
O 2.3904 0.2355 0.4701
O -0.5857 -0.9690 0.3082
N 3.4748 2.1369 0.9906
N 0.8581 1.2944 -3.0863
N 1.4596 0.3569 -2.3202
N 4.1626 0.0928 1.8851
C 5.2251 0.7411 2.6107
C -1.7716 1.0891 3.6257
C 1.6195 1.5094 -4.1917
C -2.5380 -2.6349 1.0609
C -1.1698 2.6888 -3.2982
C -2.9298 1.1096 4.3848
C -3.8953 -3.0097 0.5935
C -1.8161 0.7103 2.2964
C -2.1707 3.4052 -2.6578
C 3.6358 -0.7262 -2.0375
C -3.0804 -0.0520 0.2706
C 4.4022 2.8986 1.7873
C -1.3250 2.7198 -0.5244
C -5.2909 -3.8533 -1.1769
C -0.3341 1.9915 -1.1501
C -6.4181 -3.6344 -0.4036
C -4.1280 0.7189 3.8109
C -4.0394 -3.5369 -0.6867
C 3.3146 0.7684 1.0659
C 4.7634 2.1237 3.0443
C -5.0295 -2.7986 1.3683
C 3.7912 0.4504 -5.1304
C 2.5649 -0.0235 -2.9089
C -6.2840 -3.1047 0.8685
C 2.7282 0.6789 -4.1412
C -3.0233 0.3470 1.6981
C -2.2444 3.4374 -1.2761
C 4.2309 -1.3468 1.8272
C -4.1756 0.3432 2.4809
C 2.8397 2.8526 -0.0873
C -0.2329 1.9915 -2.5415
H 0.3629 1.3956 -0.5835
H -3.0261 3.9938 -0.7782
H -2.7916 0.7653 -0.3906
H -0.9023 0.6476 1.7279
H -2.8994 3.9512 -3.2432
H 5.1717 -1.6668 1.3765
H 6.1360 0.8176 1.9987
H 3.4178 -1.7120 1.2093
H -3.1662 -3.7197 -1.2945
H -1.8637 -3.4958 1.0365
H -7.3996 -3.8836 -0.7857
H 5.3146 3.1276 1.2105
H 3.4245 2.2296 -5.8354
H 2.0025 3.4617 0.2736
H -2.8959 1.4240 5.4182
H 3.8772 2.0208 3.6734
H -0.8263 1.3711 4.0683
H -5.1180 0.0439 2.0422
H 3.5690 3.5026 -0.5791
H 2.4764 2.1215 -0.8037
H 3.9198 3.8527 2.0482
H -5.0342 0.7058 4.4000
H -7.1652 -2.9340 1.4759
H -4.0622 -0.4228 -0.0178
H -4.9289 -2.4036 2.3714
H 5.5418 2.6433 3.6062
H 4.1410 -1.7705 2.8293
H -1.3796 2.7300 0.5544
H -5.3868 -4.2792 -2.1629
H -2.5141 -2.1711 2.0452
H -1.1396 2.6723 -4.3753
H 5.4538 0.1227 3.4848
*
```

Partial atomic charges computed with the Löwdin method, in multiples of e: number 1, Sb, carries -0.328; number 2, Cd, carries 0.987; number 3, Se, carries -0.232; number 4, Se, carries -0.184; number 5, Se, carries -0.187; number 6, Se, carries -0.330; number 7, Cl, carries 0.782; number 8, S, carries 0.796; number 9, O, carries 0.150; number 10, O, carries -0.117; number 11, O, carries 0.070; number 12, O, carries 0.029; number 13, O, carries -0.016; number 14, O, carries -0.682; number 15, N, carries -0.084; number 16, N, carries -0.056; number 17, N, carries 0.109; number 18, N, carries -0.082; number 19, C, carries -0.173; number 20, C, carries -0.077; number 21, C, carries -0.538; number 22, C, carries -0.267; number 23, C, carries -0.049; number 24, C, carries -0.110; number 25, C, carries -0.308; number 26, C, carries -0.051; number 27, C, carries -0.092; number 28, C, carries -0.683; number 29, C, carries -0.238; number 30, C, carries -0.188; number 31, C, carries -0.091; number 32, C, carries -0.075; number 33, C, carries -0.019; number 34, C, carries -0.114; number 35, C, carries -0.100; number 36, C, carries -0.090; number 37, C, carries -0.471; number 38, C, carries -0.160; number 39, C, carries -0.063; number 40, C, carries -0.476; number 41, C, carries -0.123; number 42, C, carries -0.109; number 43, C, carries -0.066; number 44, C, carries -0.274; number 45, C, carries -0.098; number 46, C, carries -0.048; number 47, C, carries -0.061; number 48, C, carries -0.040; number 49, C, carries -0.169; number 50, H, carries 0.082; number 51, H, carries 0.099; number 52, H, carries 0.066; number 53, H, carries 0.095; number 54, H, carries 0.097; number 55, H, carries 0.101; number 56, H, carries 0.130; number 57, H, carries -0.012; number 58, H, carries 0.053; number 59, H, carries 0.009; number 60, H, carries 0.088; number 61, H, carries 0.125; number 62, H, carries 0.024; number 63, H, carries 0.089; number 64, H, carries 0.090; number 65, H, carries 0.119; number 66, H, carries 0.101; number 67, H, carries 0.105; number 68, H, carries 0.091; number 69, H, carries 0.063; number 70, H, carries 0.119; number 71, H, carries 0.093; number 72, H, carries 0.089; number 73, H, carries 0.089; number 74, H, carries 0.103; number 75, H, carries 0.108; number 76, H, carries 0.089; number 77, H, carries 0.101; number 78, H, carries 0.102; number 79, H, carries 0.101; number 80, H, carries 0.064; number 81, H, carries 0.119